[1]
ORCA calculation (wB97M-V/def2-TZVPD) on 3 unconnected molecules or ions with the total composition C10H14BClN4O9.

Properties
Orbital gap ... 8.76 eV
Charge ... 0
LUMO energy ... -0.8036 eV
Structure (SMILES) ... OB(O)Oc1nnc(Cl)nn1.C[C@@H]1COC(=O)O1.C[C@@H]1COC(=O)O1
Total energy ... -48186.1474 eV

Cartesian coordinates (Å):
Cl -2.347820 -1.818311 9.663437
O 4.175558 1.431556 -4.416414
O -0.847396 -0.711286 1.564271
O 0.597064 -2.433781 1.709531
O -1.931717 -1.333685 4.154297
O 3.594553 1.992117 -2.310959
O -1.920206 -3.319013 2.774906
O -3.860169 -1.967964 2.920459
O 0.653327 -1.011453 -0.037802
O 2.187583 2.347592 -4.038328
N -2.821186 -2.607525 7.234378
N -1.507493 -0.474530 6.201363
N -2.721191 -2.492714 5.936843
N -1.605395 -0.598948 7.488411
C -0.251387 0.004207 -0.530049
C 3.346408 1.931202 -3.470416
C 2.362647 2.364185 -5.470212
C 3.438261 1.307916 -5.636595
C -0.873445 0.480566 0.769516
C -2.056376 -1.443883 5.454401
C 0.175602 -1.481692 1.127423
C -2.247087 -1.667018 7.963065
C 0.489998 1.034059 -1.335393
C 1.054105 2.107538 -6.166548
B -2.576986 -2.265148 3.288116
H -1.004262 -0.508843 -1.135902
H 1.179167 2.220433 -7.243817
H 1.067112 0.557338 -2.125028
H -1.898269 0.829459 0.682329
H -0.977051 -3.364720 2.979034
H 2.761801 3.348242 -5.733027
H 3.009205 0.303870 -5.687530
H 0.694032 1.099791 -5.956637
H -4.464451 -2.715522 2.945696
H 4.105014 1.471912 -6.478219
H 0.301971 2.820658 -5.832761
H -0.213571 1.729407 -1.794046
H 1.187892 1.595561 -0.714590
H -0.255843 1.238426 1.256796

Force components x, y, z for each atom (eV/Å):
Cl -0.005 -0.004 0.091
O 0.008 -0.045 0.033
O 0.055 -0.065 0.041
O -0.049 0.005 -0.021
O 0.232 0.036 -0.068
O -0.032 -0.002 -0.053
O -0.012 -0.172 0.142
O -0.133 0.049 0.610
O -0.024 -0.079 -0.011
O 0.053 0.032 0.004
N 0.001 -0.028 0.169
N 0.026 -0.035 -0.270
N 0.001 -0.029 -0.157
N -0.029 -0.056 0.273
C -0.086 0.035 0.008
C 0.004 0.011 0.029
C 0.014 0.036 -0.004
C -0.026 -0.019 -0.006
C 0.003 0.011 -0.052
C -0.134 0.074 0.131
C 0.070 0.077 0.062
C 0.019 0.079 -0.244
C 0.130 0.010 0.074
C -0.026 -0.059 0.036
B -0.143 0.070 -0.204
H 0.026 -0.003 -0.027
H -0.004 -0.019 -0.003
H -0.062 -0.015 -0.033
H -0.017 -0.053 -0.010
H 0.026 0.107 -0.109
H -0.037 0.011 -0.010
H 0.003 0.000 -0.040
H 0.002 0.005 0.006
H 0.126 -0.042 -0.377
H 0.027 0.038 0.026
H 0.015 0.025 -0.023
H -0.005 0.001 0.004
H 0.003 -0.009 -0.005
H -0.021 0.025 -0.011

[2]
ORCA calculation (wB97M-V/def2-TZVPD) on 2 unconnected molecules or ions with the total composition C2H4N2.

Properties
Orbital gap (spin up / spin down) ... 8.23 / 8.24 eV
Charge ... 0
LUMO energy (spin up / spin down) ... -1.1977 / -1.1926 eV
Total energy ... -5115.4362 eV

Cartesian coordinates (Å):
N -3.394513 -0.577773 -0.050525
N -1.385343 0.778065 0.173743
C -2.489725 0.136936 0.084782
C 0.492943 -0.353010 0.155063
H 0.312219 -1.054183 -0.576340
H 0.480526 -0.755288 1.204471
H 0.999702 0.511843 0.009871
H -1.179981 1.219998 -0.718695

Force components x, y, z for each atom (eV/Å):
N -0.335 0.383 0.367
N 4.992 0.647 0.064
C -1.719 -2.748 -0.707
C -4.428 -0.092 3.704
H -0.213 -1.215 -1.714
H 0.036 0.574 -1.261
H 1.698 2.216 -0.636
H -0.030 0.235 0.183

[3]
ORCA calculation (wB97M-V/def2-TZVPD) on C5H9NO in the gas phase.

Properties
Orbital gap ... 10.70 eV
Charge ... 0
LUMO energy ... 1.0615 eV
Structure (SMILES) ... C[C@H]1N[C@H]1CC=O
Total energy ... -8867.2001 eV

Cartesian coordinates (Å):
O 1.230498 -2.078977 -0.375496
N -0.810381 1.533161 -0.546973
C -1.227080 0.151036 -0.292388
C -1.345461 -0.294984 1.151226
C 0.077132 0.438861 -0.934516
C 1.794757 -1.109512 0.074688
C 1.368795 0.317976 -0.165174
H -1.155577 0.545297 1.824811
H 2.195086 0.824973 -0.685207
H -0.636783 -1.098958 1.377691
H -2.348398 -0.677842 1.360193
H -1.287745 1.922595 -1.354730
H 0.150874 0.193510 -1.994010
H 1.281072 0.825943 0.803923
H 2.693627 -1.230400 0.718708
H -1.980416 -0.262681 -0.962746

Force components x, y, z for each atom (eV/Å):
O 0.272 0.418 0.185
N -0.108 0.221 -0.112
C -0.109 -0.234 0.011
C 0.034 0.015 0.026
C 0.150 -0.169 -0.131
C -0.146 -0.236 -0.125
C -0.093 -0.002 0.009
H 0.005 -0.109 -0.083
H -0.095 -0.061 0.072
H -0.132 0.088 -0.025
H 0.114 0.091 -0.026
H 0.063 -0.058 0.098
H -0.018 0.054 0.184
H 0.015 -0.101 -0.085
H -0.084 -0.009 -0.097
H 0.132 0.093 0.099

Short version: largest force on an atom = 0.63; 5.77; 0.53 eV/Å, in the order given.